The ion C4H9N2O with charge +1 at a distorted geometry. Source: the OMol25 dataset; level of theory: ωB97M-V/def2-TZVPD.

Element x y z (Å)
N (-1.481, 0.928, -0.372)
C (-0.374, 0.650, 0.369)
C (0.683, 1.468, 0.790)
O (0.833, 2.756, 0.658)
C (-0.278, -0.818, 0.727)
C (0.815, -1.263, -0.254)
N (0.607, -1.983, -1.302)
H (-2.208, 0.253, -0.131)
H (-1.614, 1.274, -1.304)
H (1.557, 1.166, 1.457)
H (0.088, 3.334, 0.461)
H (-1.285, -1.431, 0.531)
H (-0.063, -1.045, 1.782)
H (1.832, -1.108, 0.068)
H (-0.410, -2.114, -1.498)
H (1.298, -2.068, -1.980)

Calculated values
ΔE to the lowest compared entry with this formula, charge and spin in kcal/mol: 69.6
Maximum force in eV/Å: 3.7
Charge: +1
E_LUMO in eV: -4.468
Calculated total energy in hartree: -342.2464
SMILES: N/C(=C\O)CC=[NH2+]
Orbital gap in eV: 7.482

Here are the Mulliken charges for atoms 1 to 2, given in e:
1. N -0.52
2. C 0.52